Density functional theory data (ωB97M-V/def2-TZVPD) for a structure of composition C18H42F12N2O22S4Tl in a non-equilibrium geometry.

```
101
C18H42F12N2O22S4Tl ωB97M-V/def2-TZVPD
O 23.218 -11.493 -30.393
H 17.632 -9.922 -36.380
H 13.274 -14.777 -35.098
C 21.257 -11.276 -28.476
H 12.359 -11.682 -29.975
H 13.761 -11.769 -36.299
H 17.604 -5.282 -35.134
H 14.027 -3.862 -25.771
C 18.165 -9.002 -36.622
H 13.788 -7.837 -25.354
C 18.054 -12.410 -34.981
O 20.756 -13.170 -32.811
F 18.078 -7.079 -28.233
H 12.288 -5.548 -28.804
O 12.423 -3.937 -30.270
S 16.605 -8.064 -30.328
H 16.977 -6.036 -32.890
F 19.207 -8.388 -29.588
H 20.187 -4.748 -33.457
O 18.830 -11.698 -34.092
H 19.717 -9.625 -38.002
F 20.822 -12.545 -28.366
Tl 19.601 -8.997 -33.153
O 15.464 -8.590 -29.485
C 14.204 -7.061 -25.997
H 12.508 -5.702 -25.458
H 17.493 -13.185 -34.459
F 16.014 -11.862 -32.579
H 18.981 -11.859 -36.749
O 18.050 -8.099 -35.512
C 15.277 -10.896 -31.823
C 11.600 -11.074 -29.483
H 19.609 -12.153 -33.765
F 18.517 -14.327 -31.580
H 13.710 -6.974 -30.164
H 12.427 -3.253 -29.596
H 16.057 -6.745 -26.490
H 21.143 -10.320 -36.576
F 17.742 -9.252 -28.213
C 12.824 -5.226 -29.697
H 18.431 -14.548 -36.714
C 12.914 -6.375 -30.608
O 18.118 -13.684 -36.993
H 19.910 -4.484 -35.250
H 12.542 -9.160 -29.423
H 13.978 -7.307 -27.035
S 15.613 -9.123 -32.406
F 20.158 -10.474 -28.097
H 17.173 -11.839 -35.272
H 21.295 -6.304 -34.925
O 11.682 -6.997 -30.761
H 12.889 -12.482 -34.130
O 14.154 -4.686 -26.247
F 15.525 -11.133 -30.476
N 20.762 -10.906 -31.247
O 14.429 -8.308 -32.130
C 12.227 -9.920 -28.709
H 17.167 -7.726 -35.553
F 14.028 -11.203 -32.079
H 12.535 -13.673 -37.279
O 17.778 -6.304 -33.348
H 13.828 -5.590 -24.361
O 16.479 -6.612 -30.600
F 18.186 -12.239 -31.116
C 18.178 -5.284 -34.208
O 10.532 -10.569 -30.318
H 11.596 -7.194 -31.697
S 21.920 -10.752 -30.197
H 11.078 -11.659 -28.725
H 13.763 -4.887 -29.259
O 21.655 -13.505 -30.508
C 18.022 -8.207 -28.910
O 20.404 -6.410 -34.584
F 22.212 -11.099 -27.564
O 14.265 -11.783 -35.482
O 20.412 -9.886 -36.132
O 15.839 -9.167 -33.824
H 10.860 -10.232 -31.155
C 13.765 -12.792 -34.700
C 19.759 -5.129 -34.384
H 10.630 -8.870 -28.363
N 17.118 -8.777 -31.620
H 17.734 -4.402 -33.745
C 18.835 -12.790 -36.201
H 17.583 -8.545 -37.422
O 15.580 -7.165 -25.771
C 13.496 -13.893 -35.695
C 13.596 -5.754 -25.413
H 14.389 -14.278 -36.188
H 13.290 -5.957 -31.542
S 20.740 -12.744 -31.373
O 22.142 -9.308 -30.089
H 14.488 -13.162 -33.972
F 18.810 -13.579 -29.525
H 19.818 -13.171 -35.924
C 19.630 -9.152 -37.024
O 11.298 -9.354 -27.873
C 18.922 -13.295 -30.818
H 13.181 -10.167 -28.244
H 20.053 -8.149 -37.085
O 12.284 -13.717 -36.353
```

Properties
2S+1: 2
Expectation value of S²: 1.774
Total charge: +2
E_HOMO (spin up / spin down) in Ha: -0.4943 / -0.4911
E in eV: -147981.8665
Maximum force in Eh/bohr: 0.137
Frontier orbital gap (spin up / spin down) in hartree: 0.0847 / 0.1037

Results of the Mulliken charge analysis, in e, for atoms 1 through 6: number 1, O, carries -0.24; number 2, H, carries -0.15; number 3, H, carries 0.40; number 4, C, carries 0.71; number 5, H, carries 0.14; number 6, H, carries 0.39